Entry from OMol25: a gas-phase ion, C2H7N2 (charge +1) at a distorted geometry (ωB97M-V/def2-TZVPD).

CARTESIAN COORDINATES (ANGSTROEM)
C 0.270 1.471 -0.369
N -0.664 0.512 -0.009
C -0.209 -0.525 0.778
N 0.023 -1.554 -0.256
H -0.134 2.489 -0.316
H 0.384 1.268 -1.462
H 1.233 1.370 0.127
H -1.035 -0.924 1.381
H 0.697 -0.421 1.366
H -0.442 -2.426 -0.024
H -0.124 -1.260 -1.218

- HOMO level (Ha) = -0.58822
- charge = +1
- E (eV) = -5156.5918

natural (NBO) atomic charge list, values in e, 4 entries: -0.53, 0.09, -0.17, -0.62

---

Entry from OMol25: a gas-phase ion, C2H7N2 (charge +1) at a distorted geometry (ωB97M-V/def2-TZVPD).

CARTESIAN COORDINATES (ANGSTROEM)
N -1.161 -0.769 -1.399
C -0.693 -0.418 -0.213
C 0.639 -0.191 0.073
N 0.922 0.942 1.015
H -2.139 -1.033 -1.400
H -0.724 -1.047 -2.261
H -1.360 -0.203 0.626
H 1.481 -0.671 -0.390
H 1.754 1.472 0.763
H 0.129 1.504 1.317
H 1.153 0.414 1.869

- HOMO level (Ha) = -0.47434
- charge = +1
- E (eV) = -5159.6360
- structure (SMILES) = N/C=C/[NH3+]

natural (NBO) atomic charge list, values in e, 4 entries: -0.73, 0.08, -0.29, -0.68

---

Entry from OMol25: 2 unconnected molecules or ions with the total composition C2H7N2 at a distorted geometry (ωB97M-V/def2-TZVPD).

CARTESIAN COORDINATES (ANGSTROEM)
C -0.211 -0.985 0.429
C -1.342 -0.290 0.525
N -1.468 1.031 0.166
N 1.975 0.200 -0.786
H -0.162 -2.069 0.634
H -2.054 -0.639 1.287
H -2.376 1.265 -0.215
H -0.703 1.576 -0.208
H 2.539 -0.280 -1.470
H 2.513 0.619 -0.038
H 1.291 -0.428 -0.323

- HOMO level (Ha) = -0.54596
- charge = +1
- E (eV) = -5155.3060

natural (NBO) atomic charge list, values in e, 4 entries: 0.19, -0.06, -0.69, -0.97

---

Entry from OMol25: 2 unconnected molecules or ions with the total composition C2H7N2 at a distorted geometry (ωB97M-V/def2-TZVPD).

CARTESIAN COORDINATES (ANGSTROEM)
C 1.569 -0.514 0.271
C -2.099 0.035 0.244
N -0.938 0.544 -0.123
N 2.302 0.463 -0.045
H 1.813 -1.550 0.196
H -1.886 -1.004 0.643
H -2.862 0.633 0.834
H -2.594 -0.335 -0.633
H -0.509 -0.069 -0.932
H 3.263 0.431 -0.491
H 1.940 1.368 0.038

- HOMO level (alpha / beta) (Ha) = -0.50483 / -0.54222
- charge = +1
- E (eV) = -5154.9181

natural (NBO) atomic charge list, values in e, 4 entries: 0.36, -0.51, -0.37, -0.68

---

Entry from OMol25: a molecular structure, C2H7N2 at a distorted geometry (ωB97M-V/def2-TZVPD).

CARTESIAN COORDINATES (ANGSTROEM)
C -0.081 -0.889 0.680
C 1.005 0.668 0.153
N 1.097 -0.645 0.053
N -0.275 0.570 0.801
H -0.832 -1.414 0.133
H -1.047 -0.075 -2.126
H -1.859 -0.189 -2.078
H 1.700 1.442 0.383
H 1.772 -1.385 -0.289
H -1.100 1.153 0.409
H -0.381 0.765 1.881

- HOMO level (alpha / beta) (Ha) = -0.50124 / -0.50125
- charge = +1
- E (eV) = -5155.6101

natural (NBO) atomic charge list, values in e, 4 entries: -0.02, 0.10, -0.39, -0.61

---

Entry from OMol25: a gas-phase ion, C2H7N2O (charge +1) at a distorted geometry (ωB97M-V/def2-TZVPD).

CARTESIAN COORDINATES (ANGSTROEM)
C 1.360 0.136 -0.858
N 0.394 -0.162 0.118
O 0.669 -1.040 1.123
C -0.930 0.332 -0.010
N -1.876 0.252 0.829
H 1.400 -0.598 -1.584
H 2.381 0.157 -0.584
H 1.210 1.150 -1.224
H 0.832 -1.873 0.685
H -0.985 0.977 -0.854
H -2.622 0.770 0.569
H -1.833 -0.101 1.789

- HOMO level (Ha) = -0.54713
- charge = +1
- E (eV) = -7206.2509
- structure (SMILES) = C/[N+](O)=C/N

natural (NBO) atomic charge list, values in e, 4 entries: -0.46, -0.06, -0.50, 0.38

---

Entry from OMol25: 3 unconnected molecules or ions with the total composition C2H7N2O at a distorted geometry (ωB97M-V/def2-TZVPD).

CARTESIAN COORDINATES (ANGSTROEM)
C 0.775 -0.729 0.593
C 2.028 1.273 -0.349
N 1.691 0.123 -0.018
N -0.220 -1.430 -0.347
O 2.206 -1.030 0.195
H -2.090 -0.145 0.751
H 3.046 1.280 -0.642
H 1.421 2.055 -0.588
H -2.578 0.080 1.405
H -1.027 -0.903 0.027
H -0.273 -2.412 -0.098
H -0.286 -1.536 -1.356

- <S²> = 2.0076
- HOMO level (alpha / beta) (Ha) = -0.37297 / -0.55458
- charge = +1
- 2S+1 = 3
- E (eV) = -7196.8212

natural (NBO) atomic charge list, values in e, 4 entries: 0.63, -0.33, -0.13, -0.79

---

Entry from OMol25: a gas-phase ion, C2H7N2O (charge +1) at a distorted geometry (ωB97M-V/def2-TZVPD).

CARTESIAN COORDINATES (ANGSTROEM)
C -0.247 -0.032 -0.451
C 1.086 -0.715 -0.314
N -1.228 -0.655 0.415
N -0.014 1.249 0.151
O 1.932 -0.334 0.442
H -0.549 0.009 -1.467
H 1.148 -1.645 -0.973
H -0.802 -0.874 1.361
H -1.587 -1.530 -0.039
H -0.355 1.142 1.127
H -0.434 2.095 -0.414
H 1.050 1.288 0.162

- <S²> = 2.0076
- HOMO level (alpha / beta) (Ha) = -0.41626 / -0.56755
- charge = +1
- 2S+1 = 3
- E (eV) = -7203.3147

natural (NBO) atomic charge list, values in e, 4 entries: 0.06, -0.07, -0.79, -0.71

---

Entry from OMol25: 2 unconnected molecules or ions with the total composition C2H7N2O2 at a distorted geometry (ωB97M-V/def2-TZVPD).

CARTESIAN COORDINATES (ANGSTROEM)
C -0.112 0.839 0.071
C -0.929 -0.352 0.109
N 0.697 1.705 -0.623
N -1.624 0.955 0.010
O 0.614 1.649 0.831
O 2.029 -0.365 0.117
H -1.050 -0.874 1.052
H -0.977 -0.985 -0.768
H 1.592 1.308 -0.926
H -2.113 1.323 0.828
H -2.056 1.237 -0.870
H 2.564 -0.165 0.892
H 2.368 -1.201 -0.221

- HOMO level (Ha) = -0.54897
- charge = +1
- E (eV) = -9251.7764

natural (NBO) atomic charge list, values in e, 4 entries: 0.51, -0.23, -0.28, -0.57

---

Entry from OMol25: 2 unconnected molecules or ions with the total composition C2H7N2OS at a distorted geometry (ωB97M-V/def2-TZVPD).

CARTESIAN COORDINATES (ANGSTROEM)
C -0.119 -0.047 -0.482
C 1.244 -0.249 1.303
N 0.025 1.064 -1.154
N -0.948 -1.006 -0.672
O -1.883 -1.098 -1.782
S 0.317 -0.832 2.583
H 1.554 0.813 1.192
H 2.083 -0.857 0.900
H 0.754 1.642 -0.937
H -0.724 1.470 -1.707
H -1.248 -1.591 0.056
H -1.338 -0.682 -2.524
H 0.262 -2.169 2.474

- HOMO level (Ha) = -0.50176
- charge = +1
- E (eV) = -18039.6912

natural (NBO) atomic charge list, values in e, 4 entries: 0.43, -0.48, -0.77, -0.29

---

Respective ΔE to the lowest compared entry with this formula, charge and spin values: 4.874 1.830 6.160 6.548 5.856 2.894 6.494 0.000 4.996 3.896 eV.